{"formula": "C6H11N3", "method": "ωB97M-V/def2-TZVPD", "total_charge": 2, "homo_energy_ev": [-16.7947, -16.6860], "gap_ev": [7.2, 7.0], "e_above_lowest_ev": 6.051, "lumo_ev": [-9.633, -9.675], "elements": ["C", "C", "C", "C", "C", "C", "N", "N", "N", "H", "H", "H", "H", "H", "H", "H", "H", "H", "H", "H"], "positions_angstrom": [[1.549, 1.616, 0.278], [0.230, -1.507, 0.127], [2.536, -0.522, -0.171], [-0.776, 0.691, 0.021], [-1.685, 1.766, -0.143], [-2.144, -1.190, 0.068], [-0.795, -0.583, 0.074], [2.512, 0.838, -0.011], [1.547, -1.408, -0.045], [1.566, 2.675, 0.448], [-0.123, -2.520, 0.264], [3.512, -0.937, -0.384], [-2.436, 1.756, 0.661], [-2.215, 1.703, -1.104], [-1.207, 2.748, -0.107], [-2.535, -1.237, 1.088], [-2.828, -0.594, -0.534], [-2.112, -2.193, -0.355], [3.459, 1.251, -0.091], [1.945, -2.352, -0.084]], "atomic_forces_ev_per_a": [[-3.442, -0.803, -0.117], [-0.533, -0.547, 0.195], [0.728, 0.219, -0.198], [3.910, 0.786, 0.280], [-1.087, 0.929, -0.054], [-1.337, -0.579, 0.181], [0.207, 0.147, -0.120], [0.972, -0.764, -0.171], [0.266, 0.071, 0.027], [0.148, 0.326, 0.037], [0.064, 0.144, -0.054], [-0.142, 0.055, 0.063], [0.010, -0.044, -0.039], [0.030, -0.107, 0.030], [0.086, -0.195, 0.018], [0.214, 0.021, -0.065], [0.196, 0.043, -0.032], [0.166, 0.138, -0.006], [-0.342, -0.074, 0.024], [-0.113, 0.233, 0.000]], "nbo_charge": [0.2148, 0.1696, 0.1525, 0.5927, -0.8063, -0.4305, -0.3774, -0.5044, -0.4329, 0.2433, 0.2492, 0.2581, 0.3139, 0.3111, 0.3073, 0.2641, 0.2546, 0.2627, 0.4803, 0.4773]}